Entry P
# C3H3N2S

An isolated ion of composition C3H3N2S and charge +1 (ωB97M-V with the def2-TZVPD basis set, OMol25).

The total charge is +1. As for the multiplicity: 1. The calculation puts the HOMO-LUMO gap (spin up / spin down) at 6.502 / 6.487 eV.

Element x y z (Å)
C 1.218 0.212 -0.045
C -0.514 1.727 -0.110
C -0.871 -0.718 -0.044
N 0.621 1.423 0.153
N 0.354 -0.828 0.080
S 2.867 -0.090 -0.030
H -1.334 2.517 -0.113
H -1.577 -1.363 0.209
H 2.602 -1.412 -0.462

These are the Löwdin partial charges, in e, on atoms 1 to 2: number 1, C, carries -0.71; number 2, C, carries 0.20


Entry Q
# C3H3N2S

C3H3N2S as an isolated structure (ωB97M-V with the def2-TZVPD basis set, OMol25).

The total charge is +1. As for the multiplicity: 1. The calculation puts the HOMO-LUMO gap (spin up / spin down) at 7.095 / 7.090 eV.

Element x y z (Å)
C -0.672 -1.673 0.826
C -1.525 0.120 -0.105
C -0.109 0.518 -0.167
N -1.646 -1.144 0.264
N 0.619 -0.477 0.274
S 2.177 -0.679 0.617
H -2.244 0.850 -0.252
H 0.105 1.442 -0.481
H 2.039 -2.164 0.643

These are the Löwdin partial charges, in e, on atoms 1 to 2: number 1, C, carries 0.18; number 2, C, carries 0.09


Entry R
# C3H3N2S

C3H3N2S as an isolated structure (ωB97M-V with the def2-TZVPD basis set, OMol25).

The total charge is +1. As for the multiplicity: 1. The calculation puts the HOMO-LUMO gap (spin up / spin down) at 6.641 / 7.224 eV.

Element x y z (Å)
C -1.005 0.556 0.663
C 0.651 1.377 0.128
C 0.740 0.071 -0.340
N -0.587 1.699 0.708
N -0.478 -0.542 0.004
S -0.518 -2.235 0.109
H 1.401 2.107 0.130
H 1.522 -0.374 -0.824
H -1.726 -2.658 -0.579

These are the Löwdin partial charges, in e, on atoms 1 to 2: number 1, C, carries 0.08; number 2, C, carries -0.01


Which structure is the most stable? The one labeled entry P.


Entry P
# C4H4O

A 2-piece molecular cluster, C4H4O overall (ωB97M-V with the def2-TZVPD basis set, OMol25).

As for the multiplicity: 1. The calculation puts the HOMO-LUMO gap (spin up / spin down) at 7.241 / 7.252 eV.

Element x y z (Å)
C 2.298 -0.922 -0.178
C 1.669 0.192 -0.002
C -1.866 -0.184 0.148
C 1.048 1.143 0.550
O -1.910 0.136 -1.019
H 2.217 -1.520 -1.057
H -2.617 -0.947 0.567
H -1.032 0.297 0.739
H 0.191 1.805 0.251

These are the Löwdin partial charges, in e, on atoms 1 to 2: number 1, C, carries 0.13; number 2, C, carries -0.28


Entry Q
# C4H4O

One molecule with the formula C4H4O (ωB97M-V with the def2-TZVPD basis set, OMol25).

As for the multiplicity: 1. The calculation puts the HOMO-LUMO gap (spin up / spin down) at 8.077 / 7.607 eV.

Element x y z (Å)
C -2.423 0.593 0.980
C -1.292 0.515 0.558
C 0.055 0.443 0.186
C 1.620 -0.808 -0.960
O 0.412 -0.398 -0.763
H -3.418 0.653 1.355
H 0.855 0.920 0.741
H 2.381 -0.561 -0.230
H 1.809 -1.357 -1.867

These are the Löwdin partial charges, in e, on atoms 1 to 2: number 1, C, carries 0.11; number 2, C, carries -0.13


Which structure is the most stable? The one labeled entry Q.


Entry P
# C4H4O

One molecule with the formula C4H4O (ωB97M-V with the def2-TZVPD basis set, OMol25).

As for the multiplicity: 1. The calculation puts the HOMO-LUMO gap (spin up / spin down) at 8.888 / 8.989 eV.

Element x y z (Å)
C 0.966 -1.050 0.006
C 0.964 1.044 -0.005
C -0.252 -1.477 -0.005
C -0.248 1.478 0.005
O 1.795 0.003 0.000
H -0.478 -2.526 0.020
H -1.141 -0.816 -0.036
H -0.471 2.526 -0.020
H -1.135 0.818 0.037

These are the Löwdin partial charges, in e, on atoms 1 to 2: number 1, C, carries -0.10; number 2, C, carries -0.11


Entry Q
# C4H4O

One molecule with the formula C4H4O (ωB97M-V with the def2-TZVPD basis set, OMol25).

As for the multiplicity: 1. The calculation puts the HOMO-LUMO gap at 9.486 eV.

Element x y z (Å)
C 1.117 0.194 -0.336
C -0.382 0.036 -0.490
C -1.122 0.056 -1.563
C -1.177 -0.255 0.756
O -0.624 -0.532 1.795
H 1.527 -0.703 0.138
H 1.327 1.046 0.319
H 1.612 0.356 -1.296
H -2.278 -0.198 0.677

These are the Löwdin partial charges, in e, on atoms 1 to 2: number 1, C, carries -0.05; number 2, C, carries -0.41


Which structure is the most stable? The one labeled entry Q.


Entry P
# C15H19N3O6PSSe4Zr

C15H19N3O6PSSe4Zr as an isolated structure (ωB97M-V with the def2-TZVPD basis set, OMol25).

The total charge is -1. As for the multiplicity: 1. The calculation puts the HOMO-LUMO gap at 6.422 eV.

Element x y z (Å)
Zr -0.261 1.557 -1.076
O 1.912 -2.090 -1.098
C 1.496 -0.940 -1.272
N 0.303 -0.543 -1.712
C -0.511 -1.618 -2.258
C -1.329 -2.488 -1.329
C -1.427 -3.850 -1.624
C -2.276 -4.648 -0.886
C -3.013 -4.068 0.138
C -2.836 -2.717 0.369
N -2.012 -1.940 -0.330
C 2.494 0.207 -1.131
C 3.841 -0.062 -0.947
C 4.734 0.992 -1.004
C 4.259 2.273 -1.252
C 2.900 2.463 -1.418
N 2.045 1.442 -1.359
H -1.206 -1.176 -2.979
H 0.154 -2.293 -2.802
H -0.840 -4.262 -2.434
H -2.370 -5.705 -1.108
H -3.714 -4.640 0.731
H -3.411 -2.222 1.147
H 4.135 -1.090 -0.790
H 5.795 0.820 -0.870
H 4.926 3.122 -1.314
H 2.458 3.432 -1.609
Se -4.244 -0.469 -2.831
Se -2.870 0.906 -1.595
Se -2.054 2.761 -2.850
Se -0.129 1.882 -3.798
C 1.248 0.368 2.841
P -0.432 0.577 2.243
C -1.201 1.965 3.083
C -1.344 -0.811 2.952
O -0.555 0.383 0.752
H 1.226 0.086 3.894
H 1.816 1.286 2.705
H 1.706 -0.435 2.262
H -1.216 1.702 4.143
H -2.221 2.063 2.713
H -0.682 2.907 2.940
H -1.281 -0.832 4.040
H -0.958 -1.741 2.534
H -2.385 -0.716 2.645
O -0.158 4.961 1.088
S -0.139 3.731 0.363
O -1.457 2.996 0.286
O 0.281 3.800 -1.087
O 0.802 2.675 0.891

These are the Löwdin partial charges, in e, on atoms 1 to 2: number 1, Zr, carries 1.19; number 2, O, carries 0.01


Entry Q
# C15H19N3O6PSSe4Zr

C15H19N3O6PSSe4Zr as an isolated structure (ωB97M-V with the def2-TZVPD basis set, OMol25).

The total charge is -1. As for the multiplicity: 1. The calculation puts the HOMO-LUMO gap at 6.331 eV.

Element x y z (Å)
Zr 0.058 -0.133 -0.651
O -4.033 -0.898 -1.914
C -2.805 -0.895 -1.814
N -2.085 -0.766 -0.697
C -2.878 -0.570 0.494
C -2.049 -0.899 1.690
C -2.634 -1.212 2.915
C -1.830 -1.558 3.979
C -0.453 -1.595 3.788
C 0.050 -1.256 2.550
N -0.727 -0.899 1.522
C -1.953 -1.115 -3.032
C -2.557 -1.391 -4.245
C -1.760 -1.676 -5.338
C -0.386 -1.694 -5.164
C 0.136 -1.393 -3.917
N -0.627 -1.085 -2.869
H -3.227 0.467 0.568
H -3.766 -1.209 0.476
H -3.712 -1.194 3.006
H -2.264 -1.814 4.937
H 0.219 -1.892 4.581
H 1.112 -1.293 2.350
H -3.637 -1.377 -4.285
H -2.200 -1.891 -6.304
H 0.283 -1.932 -5.980
H 1.204 -1.388 -3.747
Se 2.467 0.086 -2.079
Se 4.044 -1.110 -0.871
Se 2.773 -2.655 0.518
Se 0.813 -2.850 -0.666
C 1.214 2.755 2.285
P 2.286 1.550 1.507
C 3.392 2.434 0.418
C 3.289 0.810 2.805
O 1.497 0.458 0.823
H 1.793 3.420 2.928
H 0.452 2.239 2.868
H 0.741 3.302 1.469
H 3.926 3.207 0.973
H 2.768 2.880 -0.360
H 4.091 1.725 -0.024
H 3.921 1.560 3.280
H 3.906 0.036 2.344
H 2.640 0.354 3.554
O -0.446 1.473 -1.996
S -0.719 2.555 -0.943
O -1.885 3.331 -1.256
O 0.490 3.352 -0.736
O -0.931 1.643 0.261

These are the Löwdin partial charges, in e, on atoms 1 to 2: number 1, Zr, carries 1.35; number 2, O, carries 0.03


Which structure is the most stable? The one labeled entry Q.


Entry P
# CH3N3O3

One molecule with the formula CH3N3O3 (ωB97M-V with the def2-TZVPD basis set, OMol25).

As for the structure (SMILES): [H]/N=[N+](\[O-])NOC=O. As for the multiplicity: 1. The calculation puts the HOMO-LUMO gap at 11.096 eV.

Element x y z (Å)
H -0.642 0.607 2.680
N 0.012 0.492 1.834
N -0.551 0.707 0.753
O -1.736 0.918 0.538
N 0.302 0.838 -0.363
O -0.234 0.244 -1.567
C 0.022 -1.175 -1.555
O 0.574 -1.659 -0.603
H 1.236 0.350 -0.280
H -0.356 -1.578 -2.568

These are the Löwdin partial charges, in e, on atoms 1 to 2: number 1, H, carries 0.13; number 2, N, carries 0.15


Entry Q
# CH3N3O3

One molecule with the formula CH3N3O3 (ωB97M-V with the def2-TZVPD basis set, OMol25).

As for the structure (SMILES): NN(C=O)[N+](=O)[O-]. As for the multiplicity: 1. The calculation puts the HOMO-LUMO gap at 10.176 eV.

Element x y z (Å)
N -0.688 -0.001 -1.204
N -0.027 0.085 0.085
C 0.063 -1.083 0.770
O -0.601 -2.036 0.500
N 0.816 1.217 0.317
O 1.523 1.103 1.262
O 0.732 2.077 -0.481
H -0.997 -0.965 -1.583
H -1.503 0.462 -1.295
H 0.682 -0.859 1.630

These are the Löwdin partial charges, in e, on atoms 1 to 2: number 1, N, carries 0.11; number 2, N, carries -0.03


Which structure is the most stable? The one labeled entry Q.


Entry P
# C14H16

A 2-piece molecular cluster, C14H16 overall (ωB97M-V with the def2-TZVPD basis set, OMol25).

As for the structure (SMILES): Cc1ccccc1.Cc1ccccc1. As for the multiplicity: 1. The calculation puts the HOMO-LUMO gap at 9.978 eV.

Element x y z (Å)
C 0.601 -1.388 2.025
C 1.226 -0.126 2.530
C 2.460 -0.182 3.175
C 3.112 0.965 3.586
C 2.611 2.203 3.195
C 1.360 2.272 2.621
C 0.679 1.115 2.242
H -0.496 -1.310 1.997
H 0.714 -2.257 2.681
H 0.878 -1.711 1.019
H 2.883 -1.157 3.384
H 4.060 0.957 4.111
H 3.143 3.112 3.433
H 0.872 3.232 2.500
H -0.211 1.235 1.641
C -3.250 -1.874 -2.386
C -2.070 -0.986 -2.669
C -2.206 0.072 -3.575
C -1.236 1.052 -3.614
C -0.057 0.929 -2.872
C 0.129 -0.192 -2.092
C -0.918 -1.101 -1.913
H -3.624 -2.382 -3.279
H -4.087 -1.306 -1.974
H -3.017 -2.704 -1.713
H -3.103 0.122 -4.175
H -1.419 2.000 -4.115
H 0.689 1.711 -2.954
H 1.072 -0.383 -1.596
H -0.793 -1.920 -1.213

These are the Löwdin partial charges, in e, on atoms 1 to 2: number 1, C, carries -0.07; number 2, C, carries -0.29


Entry Q
# C14H16

A 2-piece molecular cluster, C14H16 overall (ωB97M-V with the def2-TZVPD basis set, OMol25).

As for the structure (SMILES): Cc1ccccc1.Cc1ccccc1. As for the multiplicity: 1. The calculation puts the HOMO-LUMO gap at 9.907 eV.

Element x y z (Å)
C -3.832 2.507 2.096
C -2.977 2.121 0.928
C -2.189 1.022 0.801
C -1.691 0.519 -0.428
C -1.874 1.271 -1.577
C -2.463 2.545 -1.414
C -2.997 2.952 -0.235
H -3.693 1.828 2.931
H -4.855 2.490 1.710
H -3.591 3.517 2.391
H -1.977 0.316 1.607
H -1.388 -0.501 -0.566
H -1.461 0.974 -2.528
H -2.771 3.205 -2.225
H -3.472 3.919 -0.084
C 4.953 -1.682 0.141
C 3.469 -1.816 -0.093
C 2.619 -0.716 -0.061
C 1.294 -0.865 -0.414
C 0.734 -2.098 -0.696
C 1.493 -3.280 -0.536
C 2.858 -3.034 -0.311
H 5.460 -2.630 0.325
H 5.200 -1.061 1.002
H 5.340 -1.264 -0.783
H 2.991 0.277 0.162
H 0.634 -0.001 -0.455
H -0.322 -2.296 -0.856
H 1.060 -4.264 -0.551
H 3.447 -3.954 -0.282

These are the Löwdin partial charges, in e, on atoms 1 to 2: number 1, C, carries -0.05; number 2, C, carries -0.28


Which structure is the most stable? The one labeled entry P.